ORCA calculation (wB97M-V/def2-TZVPD) on a molecular structure, C24H33FN5OPt.

Cartesian coordinates (Å):
Pt 0.20442 1.69198 -0.63855
C 2.21772 3.19563 -3.40881
C 2.47140 2.71158 -1.99140
C 3.19483 3.73683 -1.12659
C 3.12639 1.34209 -1.93011
C 4.14102 1.03149 -2.79757
C 4.82162 -0.19436 -2.69679
C 4.48761 -1.12315 -1.73178
C 3.49558 -0.87399 -0.79349
C 3.03398 -2.01703 0.08653
C 2.49967 -3.15504 -0.79668
C 4.15671 -2.54089 0.98933
C 2.83944 0.40737 -0.87655
N 1.89346 0.77253 0.06638
C 2.24017 0.62996 1.36059
C 3.62039 0.72781 1.75474
C 3.98339 0.63993 3.06702
C 2.99792 0.42202 4.04397
C 1.64452 0.32063 3.71795
C 1.27233 0.44835 2.41060
F -0.00001 0.31989 2.07356
H 1.62227 4.10749 -3.39004
H 1.70819 2.44947 -4.01620
H 3.16383 3.44625 -3.88806
H 1.41858 2.59697 -1.54979
H 4.21164 3.85796 -1.50332
H 3.25404 3.43274 -0.08133
H 2.69673 4.70356 -1.17686
H 4.44890 1.73659 -3.55644
H 5.60714 -0.41950 -3.40644
H 4.99534 -2.07800 -1.72157
H 2.20139 -1.68688 0.71327
H 3.28039 -3.56731 -1.43459
H 1.68073 -2.82562 -1.43838
H 2.13323 -3.96046 -0.16169
H 4.93715 -3.01888 0.39695
H 3.75563 -3.29494 1.66497
H 4.62283 -1.75978 1.58749
H 4.35373 0.96205 0.99427
H 5.01647 0.76163 3.36145
H 3.28872 0.34627 5.08431
H 0.89295 0.14096 4.47442
C -3.24944 -2.42802 -0.01332
C -2.76015 -1.03563 0.17653
C -3.23571 0.00174 0.96044
C -2.37454 1.08057 0.78319
N -1.42524 0.73111 -0.10596
N -1.65554 -0.57323 -0.43140
C -2.44109 2.41939 1.42658
H -4.27056 -2.41874 -0.39414
H -3.26820 -2.93875 0.94950
H -2.62267 -2.99394 -0.69948
H -4.11068 -0.02295 1.58667
H -1.06889 -1.05408 -1.09478
H -2.70664 2.30623 2.47621
H -3.21898 3.02363 0.95704
H -1.49987 2.96313 1.35726
N -2.14161 2.47226 -3.02225
C -1.76435 3.43511 -2.18663
N -2.25054 4.65994 -2.29956
O -0.91577 3.22633 -1.24396
H -2.81964 2.62883 -3.75176
H -1.75680 1.54900 -2.92611
H -2.91407 4.91457 -3.01393
H -1.97867 5.36099 -1.62841

Values from the calculation:
Relative energy (zero: lowest compared OMol25 entry of this formula, charge and spin): 5.5 kcal/mol
Net charge: +3
Total energy: -40859.146 eV
2S+1: 1
Kohn-Sham gap (alpha / beta): 5.62 / 5.38 eV

natural (NBO) atomic charge list, values in e, 5 entries:
1. Pt 0.918
2. C -0.630
3. C -0.042
4. C -0.622
5. C -0.009